No. 1
{
  "formula": "C29H30BF5N6O6PtS2",
  "method": "the ωB97M-V functional and the def2-TZVPD basis",
  "multiplicity": 5,
  "largest_force_ev_per_a": 1.36,
  "homo_ev": [-7.2, -7.6],
  "total_charge": 0,
  "gap_ev": [5.51, 5.11],
  "elements": ["Pt", "C", "C", "N", "C", "C", "C", "O", "O", "C", "O", "C", "C", "C", "F", "C", "C", "C", "N", "C", "C", "N", "C", "C", "H", "H", "H", "H", "H", "H", "H", "H", "H", "H", "H", "H", "H", "H", "H", "H", "H", "H", "N", "C", "C", "C", "C", "C", "C", "N", "C", "C", "C", "C", "N", "C", "C", "H", "H", "H", "H", "H", "H", "H", "H", "H", "C", "H", "H", "H", "F", "B", "F", "F", "F", "O", "S", "O", "O", "S"],
  "coordinates": [[1.213, -0.271, 1.565], [-0.207, 6.290, 0.822], [-1.520, 5.820, 1.446], [-1.632, 4.368, 1.476], [-1.144, 3.697, 2.572], [-1.052, 2.362, 2.675], [-0.290, 1.753, 3.872], [-0.268, 2.440, 4.900], [0.266, 0.638, 3.638], [-1.540, 1.524, 1.609], [-1.417, 0.305, 1.576], [-2.104, 2.252, 0.451], [-2.517, 1.506, -0.646], [-2.802, 2.135, -1.820], [-3.228, 1.415, -2.894], [-2.641, 3.509, -1.965], [-2.307, 4.265, -0.858], [-2.042, 3.650, 0.373], [-2.723, 4.131, -3.244], [-2.221, 3.413, -4.395], [-1.698, 4.427, -5.394], [-2.836, 5.351, -5.753], [-3.393, 6.048, -4.537], [-3.841, 4.989, -3.545], [-0.176, 7.380, 0.771], [-0.077, 5.877, -0.180], [0.634, 5.950, 1.429], [-2.378, 6.235, 0.917], [-1.580, 6.168, 2.474], [-0.783, 4.306, 3.394], [-2.548, 0.427, -0.559], [-2.162, 5.330, -0.990], [-2.988, 2.786, -4.876], [-1.405, 2.764, -4.085], [-1.335, 3.958, -6.307], [-0.914, 5.031, -4.944], [-3.580, 4.788, -6.168], [-2.538, 6.032, -6.447], [-4.209, 6.696, -4.850], [-2.589, 6.644, -4.112], [-4.696, 4.433, -3.970], [-4.189, 5.478, -2.638], [3.260, -6.987, 1.439], [3.112, -8.356, 1.401], [3.919, -9.405, 1.830], [3.448, -10.683, 1.599], [2.218, -10.908, 0.958], [1.424, -9.862, 0.533], [1.881, -8.563, 0.761], [1.298, -7.349, 0.445], [2.138, -6.447, 0.864], [1.948, -4.999, 0.752], [3.026, -4.120, 0.759], [2.788, -2.766, 0.744], [1.550, -2.269, 0.717], [0.509, -3.108, 0.672], [0.670, -4.475, 0.667], [3.961, -6.476, 1.945], [4.867, -9.232, 2.324], [4.038, -11.532, 1.921], [1.891, -11.929, 0.801], [0.475, -10.027, 0.038], [4.048, -4.475, 0.778], [3.599, -2.052, 0.767], [-0.471, -2.652, 0.644], [-0.187, -5.133, 0.659], [2.738, 1.002, 2.462], [2.577, 0.871, 3.527], [2.523, 2.009, 2.115], [3.712, 0.640, 2.133], [1.216, -2.448, 5.251], [1.361, -2.584, 3.890], [0.153, -2.280, 3.189], [2.365, -1.659, 3.381], [1.786, -3.888, 3.546], [0.206, 0.021, -0.575], [0.949, 1.268, -0.886], [0.693, 1.762, -2.215], [0.905, 2.280, 0.145], [2.861, 0.512, -0.762]],
  "forces_ev_per_a": [[0.2, -0.6, 1.2], [0.0, -0.1, 0.0], [0.3, 0.0, -0.1], [0.0, 0.0, 0.3], [-0.1, 0.2, -0.2], [0.2, -0.6, 0.3], [-0.4, 0.8, -0.3], [0.2, -0.5, -0.3], [0.3, -0.1, -0.1], [0.3, 0.1, 0.0], [-0.6, -0.3, -0.2], [0.0, 0.0, 0.1], [0.0, -0.2, 0.0], [-0.1, -0.1, -0.1], [0.0, 0.0, 0.0], [0.0, 0.0, 0.0], [0.0, 0.1, 0.0], [-0.1, 0.0, 0.0], [0.0, 0.1, 0.0], [0.0, 0.2, 0.1], [0.1, -0.2, 0.1], [0.1, 0.1, 0.2], [-0.1, 0.0, 0.2], [0.1, -0.2, 0.0], [0.0, 0.0, 0.0], [0.0, 0.0, 0.0], [0.0, 0.0, 0.0], [-0.1, 0.0, 0.0], [-0.1, 0.0, 0.0], [0.0, 0.0, 0.0], [0.0, 0.0, 0.0], [0.0, -0.1, 0.0], [0.0, 0.0, 0.0], [0.1, -0.1, 0.0], [-0.1, 0.0, -0.1], [0.0, 0.1, 0.0], [0.0, 0.0, -0.1], [0.0, 0.0, -0.1], [0.0, 0.0, -0.1], [0.1, 0.0, -0.1], [0.0, 0.0, 0.0], [0.0, 0.0, 0.0], [0.0, 0.0, 0.0], [0.0, 0.0, -0.1], [0.0, 0.0, 0.0], [0.0, 0.0, 0.0], [0.0, 0.0, 0.0], [0.0, 0.0, 0.0], [0.0, 0.0, 0.0], [-0.1, 0.0, -0.1], [0.1, -0.1, 0.1], [0.1, 0.1, 0.0], [0.1, -0.1, -0.1], [-0.1, 0.0, 0.0], [-0.2, 0.1, 0.2], [0.0, 0.2, -0.2], [-0.1, -0.1, 0.0], [0.0, 0.0, 0.1], [0.0, 0.0, 0.0], [0.0, 0.0, 0.0], [0.0, 0.0, 0.0], [0.0, 0.0, 0.0], [0.0, 0.0, 0.0], [0.0, 0.0, 0.1], [0.0, 0.0, 0.1], [0.0, 0.0, 0.0], [0.4, 0.3, 0.0], [-0.1, -0.1, -0.1], [0.0, 0.0, 0.0], [-0.1, 0.0, 0.0], [0.1, 0.0, -0.3], [-0.1, -0.1, 0.1], [0.3, -0.1, 0.2], [-0.3, 0.0, 0.0], [-0.1, 0.3, 0.0], [0.3, 0.6, 0.2], [-0.8, 0.3, -0.7], [0.0, -0.2, -0.2], [0.1, 0.0, 0.0], [0.3, -0.1, 0.2]]
}

---

No. 2
{
  "formula": "C29H30Br2O7PReS2",
  "method": "the ωB97M-V functional and the def2-TZVPD basis",
  "multiplicity": 2,
  "de_lowest_kj_mol": 275.6,
  "largest_force_ev_per_a": 0.65,
  "homo_ev": [-10.6, -10.4],
  "total_charge": 1,
  "gap_ev": [5.84, 5.86],
  "elements": ["Re", "O", "S", "O", "O", "C", "C", "C", "C", "C", "C", "S", "O", "O", "O", "H", "H", "H", "H", "Br", "C", "Br", "H", "H", "C", "C", "C", "C", "C", "C", "C", "P", "C", "C", "C", "C", "C", "C", "C", "C", "C", "C", "C", "C", "C", "C", "H", "H", "H", "H", "H", "H", "H", "H", "H", "H", "H", "H", "H", "H", "H", "H", "H", "H", "H", "H", "C", "O", "H", "H", "H", "H"],
  "coordinates": [[-1.531, -0.617, -1.298], [-1.693, -1.966, 0.544], [-1.618, -1.386, 1.887], [-1.073, -2.165, 2.938], [-0.737, -0.156, 1.567], [-3.224, -0.837, 2.375], [-3.540, -1.094, 3.699], [-4.809, -0.791, 4.187], [-5.755, -0.245, 3.350], [-5.442, 0.024, 2.019], [-4.187, -0.268, 1.521], [-3.899, 0.224, -0.160], [-3.665, -0.993, -1.001], [-4.970, 1.066, -0.547], [-2.535, 0.867, -0.099], [-2.800, -1.551, 4.339], [-5.045, -0.996, 5.222], [-6.744, -0.014, 3.721], [-6.170, 0.477, 1.361], [-1.223, -2.661, -2.397], [-2.595, -2.924, -3.508], [-2.046, 0.550, -3.373], [-2.701, -3.916, -3.915], [-3.310, -2.124, -3.614], [4.075, -0.284, -0.477], [3.423, -0.160, -1.829], [4.251, -0.124, -2.945], [3.751, 0.031, -4.229], [2.388, 0.169, -4.422], [1.542, 0.128, -3.325], [2.034, -0.046, -2.035], [0.821, -0.140, -0.673], [1.464, -1.629, 0.216], [1.567, -2.713, -0.666], [1.946, -3.971, -0.249], [2.236, -4.175, 1.094], [2.194, -3.103, 1.960], [1.836, -1.815, 1.548], [1.969, -0.738, 2.591], [1.042, 1.465, 0.245], [1.916, 2.373, -0.357], [2.101, 3.660, 0.118], [1.392, 4.094, 1.220], [0.518, 3.217, 1.837], [0.337, 1.920, 1.375], [-0.607, 1.109, 2.225], [5.096, 0.092, -0.530], [4.118, -1.325, -0.150], [3.552, 0.283, 0.291], [5.321, -0.209, -2.797], [4.429, 0.055, -5.071], [1.980, 0.309, -5.413], [0.480, 0.240, -3.479], [1.401, -2.549, -1.724], [2.025, -4.780, -0.962], [2.523, -5.154, 1.453], [2.466, -3.246, 2.999], [2.956, -0.810, 3.048], [1.238, -0.883, 3.388], [1.873, 0.265, 2.191], [2.460, 2.083, -1.242], [2.793, 4.320, -0.387], [1.513, 5.100, 1.599], [-0.038, 3.542, 2.709], [-1.590, 1.581, 2.272], [-0.212, 0.954, 3.230], [-0.716, 3.927, -2.502], [-0.819, 2.987, -1.445], [-1.088, 4.912, -2.210], [-1.250, 3.592, -3.395], [0.343, 4.017, -2.743], [-1.739, 2.926, -1.168]],
  "forces_ev_per_a": [[-0.3, -0.6, 0.2], [0.0, 0.2, 0.2], [0.0, 0.0, -0.3], [0.0, 0.0, 0.0], [0.1, 0.0, 0.1], [0.0, 0.0, 0.0], [-0.1, 0.0, 0.0], [0.1, -0.1, 0.0], [-0.1, 0.1, -0.1], [0.0, 0.0, 0.1], [0.0, 0.0, 0.0], [0.3, 0.0, -0.1], [0.0, 0.3, 0.1], [-0.1, 0.0, 0.0], [-0.1, 0.0, -0.1], [0.0, 0.0, 0.0], [0.0, 0.0, 0.0], [0.0, 0.0, 0.0], [0.0, 0.0, 0.0], [0.0, -0.1, -0.4], [0.2, 0.1, 0.2], [0.0, -0.1, 0.2], [0.0, 0.0, 0.0], [0.0, 0.0, 0.0], [0.0, 0.0, 0.0], [0.0, 0.0, 0.0], [0.0, 0.0, 0.0], [0.0, 0.0, 0.0], [0.0, 0.0, 0.0], [0.0, 0.0, 0.0], [0.0, 0.0, 0.0], [0.0, 0.0, 0.0], [0.0, 0.0, 0.0], [0.0, 0.0, 0.0], [0.0, 0.0, 0.0], [0.0, 0.0, 0.0], [0.0, 0.0, 0.0], [0.0, 0.0, 0.0], [0.0, 0.0, 0.0], [0.0, -0.1, 0.0], [0.0, 0.1, 0.0], [0.0, -0.1, -0.1], [-0.1, 0.0, 0.1], [0.0, 0.0, 0.0], [0.0, 0.1, 0.1], [-0.1, 0.0, -0.1], [0.0, 0.0, 0.0], [0.0, 0.0, 0.0], [0.0, 0.0, 0.0], [0.0, 0.0, 0.0], [0.0, 0.0, 0.0], [0.0, 0.0, 0.0], [0.0, 0.0, 0.0], [0.0, 0.0, 0.0], [0.0, 0.0, 0.0], [0.0, 0.0, 0.0], [0.0, 0.0, 0.0], [0.0, 0.0, 0.0], [0.0, 0.0, 0.0], [0.0, 0.0, 0.0], [0.0, 0.0, 0.0], [0.0, 0.0, 0.0], [0.0, 0.0, 0.0], [0.0, 0.0, 0.0], [0.0, 0.0, 0.0], [0.0, 0.0, 0.0], [0.0, 0.0, 0.0], [-0.1, 0.1, 0.1], [0.0, 0.0, 0.0], [0.0, 0.0, 0.0], [0.0, 0.0, 0.0], [0.0, -0.1, -0.1]]
}

---

No. 3
{
  "formula": "C29H30Br3MnN8",
  "method": "the ωB97M-V functional and the def2-TZVPD basis",
  "multiplicity": 2,
  "largest_force_ev_per_a": 1.49,
  "homo_ev": [-10.6, -10.2],
  "total_charge": 1,
  "gap_ev": [5.42, 4.88],
  "elements": ["Mn", "C", "C", "N", "C", "C", "N", "C", "C", "C", "C", "C", "N", "C", "C", "N", "C", "C", "N", "C", "C", "C", "N", "C", "C", "H", "H", "H", "H", "H", "H", "H", "H", "H", "H", "H", "H", "Br", "C", "Br", "H", "H", "C", "C", "C", "C", "N", "N", "H", "H", "H", "H", "H", "H", "H", "H", "H", "H", "H", "H", "Br", "C", "C", "C", "C", "C", "C", "H", "H", "H", "H"],
  "coordinates": [[-0.212, 0.024, -0.090], [-0.547, -4.297, 0.911], [-0.892, -3.005, 0.555], [-0.059, -1.984, 0.731], [1.107, -2.251, 1.322], [1.453, -3.556, 1.654], [0.639, -4.582, 1.441], [1.946, -1.073, 1.588], [3.154, -1.120, 2.264], [3.870, 0.049, 2.473], [3.306, 1.231, 2.010], [2.079, 1.203, 1.370], [1.417, 0.069, 1.151], [1.386, 2.408, 0.881], [1.836, 3.697, 1.146], [1.189, 4.779, 0.739], [0.062, 4.568, 0.071], [-0.402, 3.291, -0.187], [0.256, 2.198, 0.197], [5.183, 0.039, 3.165], [6.000, -1.082, 3.136], [7.220, -1.042, 3.794], [7.660, 0.020, 4.468], [6.869, 1.091, 4.494], [5.636, 1.150, 3.862], [-1.237, -5.118, 0.755], [-1.859, -2.787, 0.129], [2.415, -3.787, 2.097], [3.525, -2.059, 2.652], [3.841, 2.163, 2.119], [2.743, 3.865, 1.712], [-0.493, 5.436, -0.266], [-1.323, 3.154, -0.716], [5.726, -1.972, 2.583], [7.877, -1.905, 3.774], [7.236, 1.946, 5.051], [5.037, 2.048, 3.955], [-2.042, 1.810, -2.931], [-3.004, 1.476, -1.427], [-2.336, 0.509, 0.979], [-3.503, 0.516, -1.413], [-3.330, 2.323, -0.836], [-4.540, -2.410, -2.800], [-3.016, -2.376, -2.826], [-2.526, -1.954, -4.208], [-2.462, -3.757, -2.473], [-2.631, -1.334, -1.845], [-1.238, -1.048, -1.746], [-4.915, -3.208, -3.442], [-4.953, -1.462, -3.150], [-4.911, -2.595, -1.787], [-2.998, -2.574, -4.971], [-1.446, -2.072, -4.317], [-2.791, -0.913, -4.407], [-2.731, -4.475, -3.249], [-2.880, -4.119, -1.530], [-1.370, -3.765, -2.404], [-2.978, -1.539, -0.915], [-0.989, -0.514, -2.568], [-0.676, -1.894, -1.816], [4.604, -0.257, -4.845], [3.251, -0.166, -3.528], [2.927, -1.294, -2.793], [1.932, -1.209, -1.823], [1.230, -0.024, -1.535], [1.597, 1.084, -2.321], [2.587, 1.025, -3.303], [3.446, -2.227, -2.977], [1.711, -2.123, -1.274], [1.103, 2.043, -2.187], [2.839, 1.902, -3.888]],
  "forces_ev_per_a": [[1.4, -0.6, 0.1], [0.1, 0.0, 0.0], [-0.1, -0.1, 0.0], [-0.3, 0.4, -0.3], [0.2, 0.1, 0.1], [-0.1, -0.2, 0.0], [0.0, 0.1, 0.0], [0.0, -0.2, 0.1], [-0.1, -0.2, 0.0], [0.2, 0.0, 0.1], [0.0, 0.1, -0.1], [0.1, 0.2, 0.0], [-0.3, 0.1, -0.1], [0.1, -0.2, 0.0], [0.0, 0.2, 0.0], [0.0, -0.1, 0.0], [0.0, 0.1, 0.0], [0.1, -0.1, 0.1], [-0.2, 0.1, -0.1], [-0.2, 0.0, -0.1], [0.1, -0.1, -0.1], [0.0, 0.1, 0.1], [-0.1, 0.0, -0.1], [0.1, -0.1, 0.0], [0.0, 0.1, 0.1], [0.0, 0.0, 0.0], [0.0, 0.0, 0.0], [0.0, 0.0, 0.0], [0.0, 0.0, 0.0], [0.0, -0.1, 0.0], [0.0, 0.0, 0.0], [0.0, 0.0, 0.0], [-0.1, 0.0, 0.0], [0.0, 0.1, 0.0], [0.0, 0.0, 0.0], [0.0, 0.0, 0.0], [0.0, 0.0, 0.0], [0.2, 0.1, 0.2], [-0.5, -0.3, 1.2], [-0.4, 0.5, -0.8], [-0.2, 0.3, -0.3], [-0.1, -0.1, -0.2], [0.0, 0.0, 0.0], [-0.1, 0.0, 0.0], [0.0, 0.0, 0.0], [0.0, -0.1, 0.0], [0.0, -0.1, -0.2], [-0.2, 0.1, 0.0], [0.0, 0.0, 0.0], [0.0, 0.0, 0.0], [0.0, 0.0, 0.0], [0.0, 0.0, 0.0], [0.0, 0.0, 0.0], [0.0, 0.0, 0.0], [0.0, 0.0, 0.0], [0.0, 0.0, 0.0], [0.0, 0.0, 0.0], [0.0, -0.1, 0.0], [0.1, 0.0, -0.1], [0.1, -0.1, 0.1], [0.0, 0.0, 0.0], [0.0, -0.1, 0.0], [-0.1, 0.0, 0.1], [0.0, 0.1, -0.1], [0.2, -0.1, 0.0], [0.0, -0.2, -0.1], [-0.2, 0.1, 0.1], [0.0, 0.0, 0.0], [0.0, 0.0, 0.0], [0.1, 0.0, 0.0], [0.0, 0.0, 0.0]]
}